C10H22FNO6P | ωB97M-V/def2-TZVPD

Its net charge is -1. The value obtained for the strongest force on any atom is 0.0162 Eh/bohr. The value obtained for the HOMO-LUMO gap is 0.2194 hartree. The calculated total energy is -1341.5651 Ha. The LUMO energy comes out at 2.2 eV.

Cartesian coordinates (Å):
O 1.059 5.147 2.090
C 0.374 5.948 1.527
F 0.680 7.271 1.666
N -0.761 5.777 0.743
C -1.983 5.259 1.503
O -1.917 4.153 1.966
P -3.561 6.456 1.563
H -0.549 5.155 -0.027
H -2.626 7.594 1.520
H -3.489 6.443 3.040
H -4.389 5.251 1.589
H -3.513 6.422 0.070
H -4.739 7.322 1.567
O -0.696 -2.267 -0.934
C -0.838 -1.645 0.089
O -1.931 -0.890 0.234
C -2.252 -0.208 1.462
C -1.527 1.110 1.605
C 0.215 -1.663 1.173
H -2.081 -0.872 2.310
H -3.326 -0.042 1.400
H -0.446 0.974 1.650
H -1.844 1.627 2.508
H -1.747 1.761 0.762
H 0.990 -0.946 0.906
H 0.656 -2.657 1.200
H -0.154 -1.420 2.165
O 4.687 -7.075 -1.868
C 4.050 -6.122 -2.226
O 3.286 -5.481 -1.325
C 2.575 -4.270 -1.626
C 1.244 -4.525 -2.294
C 4.049 -5.668 -3.669
H 3.206 -3.595 -2.206
H 2.419 -3.800 -0.656
H 1.367 -5.014 -3.263
H 0.712 -3.588 -2.436
H 0.629 -5.172 -1.669
H 3.338 -6.283 -4.218
H 5.042 -5.842 -4.075
H 3.791 -4.623 -3.815